The following is a DFT calculation (the ωB97M-V functional and the def2-TZVPD basis) of an isolated ion of composition C5H13N2 and charge +2.

The value obtained for the total energy is -307.0214 a.u. The total charge is +2. Its HOMO energy (spin up / spin down) is -20.275 / -19.662 eV. The spin multiplicity is 2.

CARTESIAN COORDINATES (ANGSTROEM)
C (-1.04764, -0.83374, -2.11791)
C (-0.73557, -1.16059, -0.63993)
C (0.72679, -1.16993, -0.31363)
C (1.40011, 0.23345, 0.14476)
N (0.86046, 0.39609, 1.53003)
C (0.03541, 1.34520, 1.96404)
N (-0.53822, 2.21803, 1.17564)
H (-0.19383, -1.31750, -2.59888)
H (-1.06168, 0.23840, -2.34633)
H (-1.90773, -1.36445, -2.54294)
H (-1.18735, -2.16698, -0.45490)
H (-1.28356, -0.60519, 0.15624)
H (1.02072, -1.90375, 0.44761)
H (1.28792, -1.42605, -1.24517)
H (1.10972, 0.99227, -0.59447)
H (2.44955, 0.25913, 0.39675)
H (1.02255, -0.37264, 2.18285)
H (0.04633, 1.57065, 3.03596)
H (-0.84940, 2.16249, 0.20692)
H (-1.15459, 2.90509, 1.61338)

The following is a DFT calculation (the ωB97M-V functional and the def2-TZVPD basis) of C5H13N2O as an isolated structure.

The value obtained for the total energy is -382.7561 a.u. The total charge is -1. Its HOMO energy is -3.007 eV. The spin multiplicity is 1.

CARTESIAN COORDINATES (ANGSTROEM)
C (0.83915, -0.13781, 0.40786)
N (-0.14817, -1.10312, 0.90658)
C (0.35066, -2.54296, 0.95557)
O (0.75210, -2.97375, -0.20886)
C (-0.03143, 0.97217, -0.18690)
C (-1.39000, 0.98098, 0.50858)
N (0.61028, 2.16056, -0.50708)
C (-0.11235, 2.91681, -1.48751)
H (1.50939, 0.19863, 1.21578)
H (1.27264, -0.55432, -0.51827)
H (-2.63575, -1.67393, -1.06570)
H (-0.46203, -3.09451, 1.52328)
H (1.16777, -2.53147, 1.71925)
H (-2.37599, -1.81531, -0.37686)
H (-1.07109, -0.28800, 0.89490)
H (-2.22954, 0.72605, -0.13549)
H (-1.57248, 1.75444, 1.25605)
H (-0.34510, 0.40414, -1.12447)
H (0.02074, 2.35606, -2.47946)
H (0.28259, 3.91737, -1.70074)
H (-1.17985, 2.97716, -1.29143)

The following is a DFT calculation (the ωB97M-V functional and the def2-TZVPD basis) of C5H13N2O as an isolated structure.

The value obtained for the total energy is -382.9077 a.u. The total charge is -1. Its HOMO energy is -2.924 eV. The spin multiplicity is 1.

CARTESIAN COORDINATES (ANGSTROEM)
C (-0.23848, -1.35139, -0.38806)
N (-0.79310, -2.51271, 0.12634)
C (2.00842, -1.45095, 2.03222)
C (-0.82999, 0.03553, -0.46668)
C (-1.44349, 0.24836, -1.84274)
N (0.22531, 1.00204, -0.10991)
C (-0.28133, 2.46147, -0.04771)
O (-0.48859, 3.09027, -1.21991)
H (-0.50789, -1.59463, 0.86996)
H (0.66387, -1.37319, -0.97198)
H (2.86520, -1.32033, 1.35323)
H (1.60947, -0.52136, 2.36469)
H (1.18632, -1.99907, 1.40139)
H (2.31004, -2.02961, 2.88083)
H (-1.61626, 0.12471, 0.31264)
H (-2.30256, -0.47462, -1.94114)
H (-1.72534, 1.27609, -1.97253)
H (-0.73577, 0.01607, -2.61101)
H (0.84756, 1.09167, -0.89883)
H (-1.22544, 2.33154, 0.57960)
H (0.47207, 2.95011, 0.54959)

The following is a DFT calculation (the ωB97M-V functional and the def2-TZVPD basis) of C5H13N2O as an isolated structure.

The value obtained for the total energy is -382.8735 a.u. The total charge is -1. Its HOMO energy is -2.404 eV. The spin multiplicity is 1.

CARTESIAN COORDINATES (ANGSTROEM)
N (1.54930, -1.54493, 0.64610)
C (0.49556, -0.73096, 0.16834)
C (0.81326, 0.36672, -0.63861)
C (2.19511, 0.56130, -1.23883)
O (3.22255, 0.34533, -0.38377)
C (-0.94276, -1.13030, 0.33046)
N (-1.67896, 0.03635, 0.72918)
C (-3.03807, -0.14906, 0.35315)
H (2.41663, -1.19130, 0.21196)
H (1.45812, -1.49500, 1.65212)
H (0.73365, 0.52902, 0.61399)
H (-0.02747, 0.76893, -1.19577)
H (0.31541, 3.43122, 0.93662)
H (2.22216, -0.16128, -2.09394)
H (2.20203, 1.58076, -1.68693)
H (-1.02013, -2.01565, 1.00446)
H (-1.32762, -1.51804, -0.65639)
H (0.80701, 2.92937, 0.63475)
H (-3.72983, 0.64718, 0.66931)
H (-3.14988, -0.18119, -0.77910)
H (-3.51605, -1.07847, 0.72291)

The following is a DFT calculation (the ωB97M-V functional and the def2-TZVPD basis) of C5H13N2O as an isolated structure.

The value obtained for the total energy is -382.7951 a.u. The total charge is -1. Its HOMO energy is -2.640 eV. The spin multiplicity is 1.

CARTESIAN COORDINATES (ANGSTROEM)
N (-0.88108, 0.86692, -1.88818)
C (-0.41361, 0.33030, -0.59845)
C (-0.35847, -1.08437, -0.30529)
C (0.33655, -2.13568, -1.26879)
O (1.52401, -1.51574, -1.76311)
C (-0.52136, 1.35407, 0.59127)
N (-0.22765, 0.61786, 1.80429)
C (0.13278, 1.58702, 2.76875)
H (-0.13482, 0.72053, -2.64773)
H (-1.62621, 0.29813, -2.27124)
H (0.59627, -0.31147, -0.14134)
H (-0.87268, -1.35808, 0.59515)
H (1.61243, -1.00433, 2.61233)
H (-0.37454, -2.41423, -2.05405)
H (0.47798, -3.06237, -0.58801)
H (0.16588, 2.25581, 0.32338)
H (-1.58076, 1.83689, 0.47437)
H (1.70509, -1.33441, 2.02005)
H (0.36340, 1.15825, 3.76519)
H (-0.77910, 2.33579, 3.08726)
H (0.96075, 2.30388, 2.39181)

The following is a DFT calculation (the ωB97M-V functional and the def2-TZVPD basis) of an isolated ion of composition C5H13N2O and charge -1.

The value obtained for the total energy is -382.9919 a.u. The total charge is -1. Its HOMO energy is -2.347 eV. The spin multiplicity is 1.

CARTESIAN COORDINATES (ANGSTROEM)
C (0.06159, 0.04063, -0.19558)
N (-0.98064, -0.58166, -0.99347)
C (-1.41557, 0.09472, -2.20046)
N (-2.86279, 0.23874, -2.38192)
C (0.16106, -0.75706, 1.14602)
C (1.55141, -0.55978, 1.74342)
C (2.12429, 0.99194, 1.73976)
O (2.26384, 1.51123, 0.53874)
H (-0.30950, 1.06284, 0.03564)
H (1.06388, 0.22636, -0.52660)
H (-0.91702, -1.60624, -1.11065)
H (-0.99596, -0.42564, -3.08548)
H (-0.87787, 1.20025, -2.16967)
H (-3.30935, -0.65653, -2.49387)
H (-3.25071, 0.69929, -1.53923)
H (-0.62541, -0.41806, 1.79632)
H (-0.00268, -1.83769, 0.84596)
H (2.47404, -0.96972, 1.32578)
H (1.43147, -0.82699, 2.76007)
H (1.39794, 1.68106, 2.27035)
H (3.01796, 0.89230, 2.49488)

The following is a DFT calculation (the ωB97M-V functional and the def2-TZVPD basis) of an isolated ion of composition C5H13N2O and charge -1.

The value obtained for the total energy is -382.9621 a.u. The total charge is -1. Its HOMO energy is -2.409 eV. The spin multiplicity is 1.

CARTESIAN COORDINATES (ANGSTROEM)
C (0.55403, 0.44310, 0.46361)
N (-0.02918, 1.67434, 1.05768)
C (-0.99350, 1.35985, 2.32337)
O (-0.57178, 2.12815, 3.25792)
C (-0.10428, 0.49524, -0.94137)
C (0.55032, -0.56907, -1.91367)
C (-0.19917, -1.90802, -2.05583)
N (0.78961, -3.03360, -1.94109)
H (1.68300, 0.10485, 0.55272)
H (0.19414, -0.37849, 1.07286)
H (0.72145, 2.18980, 1.37268)
H (-0.83859, 0.22212, 2.43549)
H (-2.09432, 1.43801, 2.18108)
H (-1.25002, 0.35465, -0.88314)
H (0.05957, 1.48519, -1.33514)
H (0.51848, -0.11586, -2.88174)
H (1.58804, -0.82607, -1.65286)
H (-1.01082, -2.01308, -1.26408)
H (-0.87555, -1.76954, -2.95330)
H (1.00295, -3.67078, -2.69408)
H (0.70855, -3.45779, -1.08671)

The following is a DFT calculation (the ωB97M-V functional and the def2-TZVPD basis) of a 2-piece molecular cluster, C5H13N2O overall.

The value obtained for the total energy is -382.8456 a.u. The total charge is -2. Its HOMO energy (spin up / spin down) is 3.974 / 0.395 eV. The spin multiplicity is 2.

CARTESIAN COORDINATES (ANGSTROEM)
C (-2.22443, 0.06898, -0.73997)
C (-2.17139, -0.61837, 0.61553)
C (-2.93590, -2.75123, 1.30309)
N (-2.10450, -2.05279, 0.53462)
H (-2.13519, 1.15445, -0.63277)
H (-1.39777, -0.27197, -1.36485)
H (-3.15533, -0.16857, -1.28063)
H (-3.05251, -0.25832, 1.20413)
H (-1.30432, -0.23570, 1.17073)
H (-3.68266, -2.27653, 1.96816)
H (-2.87132, -3.84113, 1.32898)
C (1.76224, 1.25378, 0.25427)
O (0.45067, 1.23568, -0.03509)
C (2.65061, 0.93049, -0.97193)
N (4.07853, 0.91319, -0.55166)
H (2.14443, 2.27546, 0.62931)
H (2.06475, 0.59480, 1.09215)
H (2.44263, -0.10242, -1.26556)
H (2.41888, 1.62379, -1.78961)
H (4.68688, 0.72772, -1.33876)
H (4.33572, 1.79870, -0.13013)

The following is a DFT calculation (the ωB97M-V functional and the def2-TZVPD basis) of one molecule with the formula C5H13N2O.

The value obtained for the total energy is -382.8900 a.u. Its HOMO energy (spin up / spin down) is -2.690 / -8.117 eV. The spin multiplicity is 2.

CARTESIAN COORDINATES (ANGSTROEM)
N (-0.89753, -1.95763, 0.99275)
C (0.26510, -1.04501, 0.63600)
C (0.95260, -0.62507, 1.96098)
C (-0.48182, 0.10457, -0.13400)
N (0.27539, 0.96285, -0.81065)
C (-0.35074, 1.79943, -1.79269)
C (1.72789, 0.78705, -0.99497)
O (-1.71472, 0.22334, -0.04288)
H (-0.86777, -2.10613, 2.07078)
H (-0.74327, -2.81995, 0.40967)
H (-1.84060, -1.38816, 0.88220)
H (1.01450, -1.58506, 0.04823)
H (1.07938, -1.55566, 2.64402)
H (0.36416, 0.17123, 2.58624)
H (1.85916, -0.08922, 1.77501)
H (-1.48427, 1.55452, -1.89590)
H (-0.00158, 1.72935, -2.88361)
H (-0.32083, 2.80440, -1.50065)
H (2.01170, -0.06969, -1.64511)
H (2.20619, 0.64628, -0.02572)
H (2.11784, 1.75901, -1.44871)

The following is a DFT calculation (the ωB97M-V functional and the def2-TZVPD basis) of a 2-piece molecular cluster, C5H13N2O overall.

The value obtained for the total energy is -382.7902 a.u. The total charge is +1. Its HOMO energy is -13.403 eV. The spin multiplicity is 1.

CARTESIAN COORDINATES (ANGSTROEM)
C (1.95767, 0.11696, -0.93024)
O (2.03426, -0.50299, 0.31802)
C (1.02781, -0.65870, -1.84115)
C (0.05838, -0.11392, -2.65498)
H (2.92384, 0.20836, -1.43889)
H (1.52804, 1.12982, -0.83293)
H (2.91475, -0.30778, 0.62830)
H (1.20481, -1.72226, -1.74604)
H (-0.45840, -0.79861, -3.34751)
H (-0.06703, 0.98246, -2.79713)
C (-1.04243, -0.85805, 2.72057)
N (-1.51772, 1.31803, -0.31754)
C (-1.04290, 0.40724, 0.54252)
N (-1.55082, 0.21487, 1.76025)
H (-0.90671, -0.45600, 3.73496)
H (-0.02081, -1.16706, 2.38580)
H (-1.74910, -1.70966, 2.72215)
H (-2.32382, 1.87185, -0.12996)
H (-1.09849, 1.35089, -1.24378)
H (-0.14672, -0.17340, 0.28891)
H (-2.34581, 0.72384, 2.11276)

The following is a DFT calculation (the ωB97M-V functional and the def2-TZVPD basis) of a 2-piece molecular cluster, C5H13N2O overall.

The value obtained for the total energy is -382.7504 a.u. The total charge is +1. Its HOMO energy is -12.860 eV. The spin multiplicity is 1.

CARTESIAN COORDINATES (ANGSTROEM)
C (0.44886, 1.07025, 1.38941)
C (2.08536, 0.85568, 1.09220)
C (-3.14107, -0.95246, -1.76217)
C (1.67184, -0.18481, -1.04008)
C (-1.96953, -1.10619, -0.87700)
N (-1.86351, -1.40104, 0.37216)
N (2.93489, 1.13583, 2.05469)
O (2.58551, 0.34234, 0.00728)
H (0.06694, 1.85253, 0.64740)
H (0.17579, 1.44754, 2.30346)
H (-4.04300, -1.58003, -1.56893)
H (-3.33473, 0.16050, -1.68744)
H (-2.74948, -1.13605, -2.68507)
H (2.00640, 0.12215, -1.98318)
H (0.69995, 0.23001, -0.77868)
H (1.64430, -1.22438, -1.19133)
H (-1.09630, -0.60016, -1.18540)
H (-0.05363, 0.16795, 1.20339)
H (-2.64810, -1.85156, 0.87034)
H (2.60729, 1.60861, 2.90477)
H (3.97220, 1.04327, 1.91416)

The following is a DFT calculation (the ωB97M-V functional and the def2-TZVPD basis) of an isolated ion of composition C5H13N2O and charge +1.

The value obtained for the total energy is -382.8022 a.u. The total charge is +1. Its HOMO energy is -13.985 eV. The spin multiplicity is 1.

CARTESIAN COORDINATES (ANGSTROEM)
N (0.80554, 0.65580, 1.14677)
C (0.48044, -0.68139, 0.56917)
C (-0.95586, -1.03751, 0.90168)
C (-1.18141, -1.35070, 2.36635)
O (-0.24411, -1.24136, 3.11738)
C (0.60152, -0.49395, -0.98903)
N (0.78330, 0.87987, -1.39648)
C (-0.28512, 1.51348, -2.16666)
H (1.72616, 0.73067, 1.57992)
H (0.79847, 1.28083, 0.26873)
H (0.15412, 1.01196, 1.84436)
H (1.17132, -1.44179, 0.89797)
H (-1.70363, -0.32995, 0.54498)
H (-1.17085, -1.92918, 0.29788)
H (-2.18137, -1.56840, 2.76644)
H (1.44483, -1.09219, -1.34320)
H (-0.19545, -0.98078, -1.55982)
H (1.69055, 1.07289, -1.79407)
H (-0.61133, 0.89356, -3.00177)
H (-1.16054, 1.61928, -1.53077)
H (0.03342, 2.48885, -2.51984)

Which formula does entry 1 have?
C5H13N2